Entry 1:
Entry from the Open Molecules 2025 dataset: a molecular structure, C33H51O25Rb in a non-equilibrium geometry (ωB97M-V/def2-TZVPD).

Geometry as XYZ:
```
110
Properties=species:S:1:pos:R:3:forces:R:3:mulliken_charge:R:1
C 23.25594 -23.30859 5.59272 1.61 -0.45 1.37 2.501
C 22.27321 -22.93703 0.88954 1.52 -0.12 1.09 0.925
C 23.71581 -19.96962 4.48298 -0.80 1.02 0.00 0.566
H 26.61581 -20.83591 1.39259 -0.13 0.57 0.34 0.514
H 25.35968 -21.77098 0.69862 -0.35 -0.24 0.02 0.219
H 24.64348 -22.68030 -1.70723 -0.22 -0.20 0.01 -0.077
H 17.41986 -20.47487 -2.65163 0.04 -0.07 0.08 0.388
C 23.01774 -26.68596 -2.13383 0.16 -0.58 0.26 0.606
O 23.04697 -23.21835 2.02613 -0.22 -0.31 -0.15 -0.908
H 24.70126 -24.10776 -2.78140 -0.07 0.01 -0.08 0.086
C 20.97149 -18.80623 -0.77079 -0.67 -0.60 -0.96 0.175
H 19.46948 -23.84375 1.91637 -0.04 -0.23 0.10 -0.052
H 24.80132 -20.26438 -0.94553 0.11 -0.05 0.02 -1.023
C 19.78925 -27.78048 1.92925 1.20 0.97 -0.35 0.631
O 21.84363 -18.06723 -0.49742 1.02 0.52 0.57 -0.490
H 18.01693 -19.00189 -3.40117 0.07 0.01 -0.04 0.377
H 25.50284 -23.30045 5.73494 -0.11 0.28 0.07 0.375
H 19.64460 -21.49999 -1.17098 0.15 0.08 -0.07 0.248
C 22.48695 -19.06894 2.76862 0.01 -1.17 0.63 0.252
H 22.67966 -22.04795 0.36899 -0.22 0.03 -0.28 -0.440
O 26.84190 -20.25596 -1.09213 -0.57 0.18 0.44 -0.489
C 25.62002 -18.40481 -0.30223 -0.95 -1.12 -0.25 -0.095
H 24.22602 -26.40330 -4.83336 -0.07 0.03 0.08 0.285
H 24.11959 -22.62231 -4.71505 0.56 0.41 -0.08 0.272
H 20.56080 -29.72341 2.35452 0.22 -0.16 -0.17 0.371
H 19.36296 -21.30455 2.23000 0.63 -0.60 0.04 -0.409
H 21.90585 -22.56203 -4.29245 0.02 0.22 -0.11 0.229
H 19.03788 -20.46717 -3.39533 -0.09 0.04 -0.13 0.281
O 22.18552 -20.88265 -3.12278 -0.25 -0.11 0.09 -0.295
C 19.16973 -23.46805 2.89517 -0.05 1.01 -0.10 1.564
H 23.84669 -23.36080 7.67891 -0.12 -0.22 -0.04 0.439
O 19.71642 -24.80822 4.70225 0.01 0.44 0.44 -0.399
H 21.21994 -22.70154 1.12542 -0.14 -0.14 -0.21 -0.783
O 20.81005 -20.05459 -0.28006 0.00 0.04 0.80 0.359
H 21.69826 -28.63703 1.48333 0.00 0.03 0.39 0.328
C 20.37064 -19.41583 4.15573 0.54 -0.16 1.12 -2.028
C 21.62641 -20.05653 3.59897 -0.63 0.72 -0.15 2.388
C 19.92681 -26.66085 0.87442 -0.38 -0.99 0.00 0.375
H 23.62566 -21.75292 7.02942 -0.04 -0.04 -0.15 0.344
H 22.20345 -22.71661 7.38804 -0.02 -0.16 0.02 0.377
H 19.84639 -20.07312 4.85335 -0.20 -0.37 -0.54 0.352
O 20.01561 -18.54870 -1.68039 -0.29 0.33 -0.10 -0.410
O 28.23541 -19.11998 -2.38667 0.66 0.35 -0.54 -0.559
O 21.96150 -26.96505 -2.89422 -0.50 0.24 -0.02 -0.319
H 22.21695 -22.90848 -2.60280 -0.02 0.33 0.25 0.107
O 24.16994 -26.78558 -2.82761 0.00 -0.39 0.01 -0.355
C 23.58051 -25.51028 5.04331 0.08 0.06 -0.84 0.545
H 21.94009 -25.45135 -5.10150 -0.17 0.05 -0.09 0.172
C 23.28954 -20.11333 -3.27602 0.02 -0.38 -0.10 0.624
C 20.66024 -28.96429 1.58009 -0.18 -0.02 0.15 -1.551
O 18.40128 -28.08547 1.94156 -0.15 0.12 0.34 -0.398
H 24.73915 -22.93504 4.13223 0.53 -0.36 -0.23 -0.036
H 24.39089 -28.10416 -4.50332 0.20 -0.13 0.71 0.306
H 17.77316 -21.89833 2.27928 0.03 -0.56 -0.10 0.552
C 25.62377 -20.74964 0.94650 0.38 -0.08 -0.65 -1.332
O 24.35490 -20.87493 -3.58954 0.27 0.19 -0.40 -0.379
C 20.22956 -23.68284 3.98324 0.43 -0.53 -1.02 0.681
C 27.32999 -19.12315 -1.62760 -0.13 -0.30 0.17 0.564
C 24.01091 -22.24219 -3.69619 -0.71 -0.81 0.00 0.492
H 22.03064 -26.77070 -6.28851 0.42 -0.07 0.16 0.390
H 20.52043 -25.82020 1.22936 -0.10 0.11 -0.05 -0.202
C 21.70078 -26.49971 -5.28380 -0.38 -0.04 -0.02 -1.250
O 24.61844 -20.16839 5.21400 1.22 -0.62 0.62 -0.549
C 17.72167 -27.05860 1.38017 0.81 -0.03 -0.71 0.618
O 23.29877 -26.61643 4.68665 0.12 -0.29 0.14 -0.581
H 22.33729 -23.79123 0.18664 -0.53 0.12 -0.35 -0.019
H 25.91658 -22.80038 -2.85488 -0.01 -0.12 -0.32 0.399
H 22.15357 -18.03759 2.84657 -0.04 0.01 -0.25 0.255
C 18.38635 -24.90460 4.48025 -0.12 -0.37 -0.31 0.441
Rb 24.73759 -25.53045 1.48565 -0.59 0.46 0.28 0.999
H 18.90431 -20.73799 0.23118 0.26 0.04 0.14 0.035
H 20.34979 -22.78922 4.60014 -0.21 -0.21 0.34 0.104
O 24.77701 -24.93950 4.78156 -0.01 0.15 -0.50 -0.414
C 18.92708 -19.45244 -1.50960 -0.83 0.13 -0.15 0.517
C 25.65231 -19.94540 -0.33148 -0.18 -0.48 -0.56 1.922
O 22.46324 -20.37326 4.71592 -0.36 -0.66 -0.25 -0.396
H 18.12703 -18.92598 -0.97759 0.26 0.10 0.26 0.268
O 26.67097 -18.03405 -1.19201 0.10 0.29 0.53 -0.370
H 24.66975 -18.12352 -0.75794 0.11 0.42 0.12 0.217
H 25.64642 -18.03004 0.72194 0.74 0.41 -0.21 0.251
O 23.76619 -19.17665 3.41225 0.36 0.23 -0.73 -0.400
O 17.62588 -25.55626 5.11755 0.12 -0.01 0.08 -0.576
H 20.42080 -29.36698 0.59365 -0.37 -0.09 0.13 0.382
C 18.31462 -19.87806 -2.82835 0.55 -0.11 0.01 -1.502
H 20.71679 -18.66187 4.87077 -0.14 0.57 -0.56 0.557
C 18.74319 -22.01779 2.77697 -1.13 1.05 -0.12 -1.226
C 22.34652 -27.34877 -4.21602 0.81 -0.41 -0.47 0.338
H 19.71330 -19.03261 3.38237 -0.07 0.14 0.06 0.317
C 24.69781 -23.53114 5.04329 -0.64 0.59 0.11 -0.077
H 22.57062 -19.45603 1.75606 0.03 0.51 -0.17 -0.023
O 22.77498 -24.66768 5.65486 -1.06 0.28 -0.14 -0.360
O 16.56574 -26.85026 1.40808 -0.95 -0.29 0.33 -0.530
H 20.10047 -27.30268 2.86619 -0.33 -0.63 0.33 0.216
H 18.55844 -21.54386 3.74406 0.20 -0.36 0.19 0.358
O 18.56893 -26.29011 0.65330 0.50 0.72 -0.14 -0.382
H 22.70392 -22.67564 4.90934 -0.36 -0.46 -0.16 -1.193
C 19.53096 -20.55237 -0.64016 -0.40 -0.47 -0.38 -0.208
O 23.32253 -18.94110 -3.14636 -0.08 0.46 0.16 -0.519
C 24.85873 -23.03093 -2.72317 0.11 0.43 0.55 -0.613
H 21.20579 -23.93721 3.54922 -0.17 0.08 0.12 -0.473
H 20.62311 -26.66033 -5.33130 -0.03 0.23 0.36 0.371
H 20.38017 -27.08510 -0.02632 -0.22 0.38 -0.19 0.152
H 24.85198 -20.34291 1.58350 0.08 -0.05 0.52 0.103
C 23.22351 -22.76914 7.00908 0.10 0.63 -0.12 -1.803
H 22.09304 -28.40212 -4.34877 -0.18 0.07 0.13 0.298
O 22.95633 -26.44590 -0.96313 0.24 0.30 -0.02 -0.365
H 21.41659 -20.95629 3.02023 0.23 -0.16 0.12 -1.317
C 22.48268 -22.23937 -3.42514 0.34 -0.43 0.19 -0.271
C 23.88693 -27.20045 -4.16577 -0.38 0.72 -0.90 -0.426
O 18.04141 -24.21390 3.36719 0.18 0.09 0.20 -0.505
```
Positions in Å, forces in eV/Å.

HOMO level: -0.278 Eh
electronic energy: -3193.24635 Ha

=====

Entry 2:
Entry from the Open Molecules 2025 dataset: a molecular structure, C37H32Co2N2O5P in a non-equilibrium geometry (ωB97M-V/def2-TZVPD).

Geometry as XYZ:
```
79
Properties=species:S:1:pos:R:3:forces:R:3:mulliken_charge:R:1
C -4.00690 -3.40612 2.45322 0.35 1.09 1.13 -0.736
C -1.20746 4.82101 0.28195 0.39 -0.20 -0.08 -0.802
H -3.63718 -5.40476 1.58059 0.14 0.49 0.44 0.205
C 3.32482 3.12595 -2.67547 0.02 -0.48 -0.47 -0.292
H -4.75414 -3.18964 1.68480 0.46 0.05 0.11 0.315
H 0.42025 -4.96106 -0.69781 -1.03 -0.20 0.13 0.418
H 1.02264 4.07163 -2.80913 -0.26 0.08 0.24 0.432
C -2.59381 -0.74979 -2.04988 -0.98 -0.40 -1.83 -0.474
C -1.03869 -3.57795 0.08932 0.12 -1.36 -0.42 -1.050
H -3.91937 -5.38017 3.32764 0.11 0.30 -0.26 0.404
H 2.17093 4.62145 0.80820 0.27 -0.23 0.13 0.286
H 1.80655 0.06816 -2.83687 0.22 0.39 -0.12 0.208
O 1.10674 0.98923 2.97684 0.16 0.01 0.14 -0.608
C -3.03808 -5.18554 -1.13400 0.06 0.05 -0.02 -0.799
O 0.57543 -2.29993 -2.39162 -0.13 1.22 0.88 -0.519
C 5.20755 2.25652 1.37128 -0.24 0.06 -0.22 -0.658
H 4.63437 3.95542 -4.17319 -0.17 -0.26 0.03 0.375
C 2.40126 0.93332 -3.14836 0.27 0.21 -0.11 -0.199
H 4.21927 0.90910 -0.00155 -0.11 0.28 0.27 0.274
C 2.50295 2.04494 -2.30513 0.34 0.24 -0.06 0.107
C -1.85614 -0.87144 0.40924 -0.49 -1.90 4.87 0.117
H 4.02865 5.31938 2.29748 0.05 -0.18 -0.04 0.387
H -0.32370 -2.96161 0.66608 -0.46 -0.04 -0.80 0.342
C 0.06681 -1.48816 -1.72339 -0.20 -1.96 -1.18 0.185
O -3.39893 -1.05327 -2.83981 0.93 0.32 1.43 -0.511
Co -1.16399 -0.31863 -1.09561 0.17 -0.21 -7.44 -0.461
O 2.95733 -1.49589 -0.47613 -0.03 -0.16 -0.06 -0.599
C -3.40239 -3.97435 -0.54790 1.25 -1.11 0.12 -0.220
H -0.19738 3.15362 1.22710 -0.05 0.13 -0.43 0.453
H -1.99810 6.46794 -0.87506 0.20 -0.29 -0.02 0.337
C 1.99341 -0.87636 -0.26443 0.72 0.05 0.54 0.208
C 5.15733 3.49187 2.02289 -0.17 0.12 -0.06 -0.496
C -0.66477 -4.75153 -0.57017 0.15 0.36 0.09 -0.592
H -2.88433 0.36199 4.22283 0.12 -0.20 -0.50 0.286
C 4.16470 1.86461 0.53082 0.09 0.13 0.20 -0.380
H -3.82447 -5.79073 -1.61538 0.73 0.11 0.19 0.391
C -0.81426 0.94412 -2.25901 -0.23 1.49 -1.38 0.916
H -1.63505 -1.00619 4.39619 -0.30 0.08 -0.24 0.235
C -2.39120 -3.27471 0.08360 -0.21 1.92 0.26 1.478
C -0.29198 3.76416 0.32078 -0.19 0.25 -0.09 -0.396
O -0.74098 1.66739 -3.16382 0.13 -0.71 1.02 -0.556
H -1.31282 -5.00419 1.90983 -0.48 0.08 0.39 0.016
H -1.64139 -5.36016 3.60736 0.03 0.69 -0.20 0.525
C -2.70784 -1.97583 0.79933 0.11 0.40 -1.29 0.257
C 0.51725 3.48997 -0.79046 0.37 0.21 -0.15 -0.171
C 0.98963 0.67244 1.86240 -0.53 -0.22 -0.29 -0.235
H -1.82710 5.01160 1.15555 0.05 0.04 -0.17 0.405
H -4.42447 -3.65060 -0.46384 -0.21 0.20 -0.27 0.469
N -2.78501 -2.41009 2.32922 0.23 -0.27 0.35 1.399
H -1.98918 -3.03472 4.11951 0.32 0.05 -0.20 0.729
C -1.70287 -3.20037 3.06955 -0.42 0.03 0.23 -1.039
H -0.54435 5.98558 -2.85111 -0.08 -0.11 0.16 0.386
C -0.49219 5.35830 -1.96269 0.03 -0.22 0.17 -0.622
H -0.69834 -2.80374 2.89278 -0.33 0.03 -0.18 0.327
H -1.50627 1.18018 1.09734 -0.18 0.16 0.17 0.795
C -1.30123 5.62533 -0.85612 0.05 0.02 -0.04 -0.589
C 3.04695 2.69512 0.36195 -0.12 0.24 -0.29 0.126
H 5.97534 3.79633 2.67795 -0.22 -0.07 -0.15 0.339
H 6.06027 1.59106 1.50456 -0.15 0.19 0.01 0.381
H 4.40731 1.99541 -5.70744 -0.14 -0.01 0.29 0.350
C -1.67969 -5.55544 -1.11174 0.24 -0.49 -1.28 -0.594
C -2.49620 -0.59026 3.85012 0.95 -0.62 0.21 -0.323
N -3.05496 -1.10934 2.83768 -2.21 0.28 1.00 -0.914
P 1.65081 2.03035 -0.66621 -0.28 0.04 0.26 1.659
C 0.40212 4.28290 -1.93780 -0.20 0.28 0.28 -0.474
H -1.36980 -6.43431 -1.70874 -0.27 0.40 0.57 0.353
H 3.43829 3.97566 -2.00195 -0.03 -0.18 -0.14 0.459
C 4.06614 4.34246 1.81862 0.06 -0.29 -0.16 -0.637
H 3.00908 0.04763 -5.01478 0.02 0.15 0.08 0.430
H -3.77685 -1.66725 0.65788 0.09 -0.58 0.24 0.217
Co 0.78981 0.30028 0.18780 1.79 -0.06 0.61 0.462
C 4.00359 3.10674 -3.89755 -0.10 0.10 0.25 -0.673
C -1.92086 -4.69075 2.77033 0.19 -0.29 -0.18 -0.335
C 3.88074 2.00853 -4.75027 -0.19 -0.22 0.15 -0.578
H -4.43571 -3.15122 3.43679 0.05 0.01 -0.42 0.507
C -1.21032 0.28740 0.56040 -0.92 0.86 3.52 -1.151
C 3.01394 3.94848 0.98334 0.28 -0.17 0.13 -0.077
C 3.09064 0.91865 -4.36843 -0.02 0.25 0.17 -0.756
C -3.44213 -4.82612 2.50170 0.01 -0.46 -0.20 -0.436
```
Positions in Å, forces in eV/Å.

net charge: -1
HOMO level: -0.055 Eh
electronic energy: -5021.48387 Ha